No. 1
Density functional theory data (the ωB97M-V functional and the def2-TZVPD basis) for a 2-piece molecular cluster, C10H16NSe overall.

Its net charge is +1. The relative energy (zero: lowest compared OMol25 entry of this formula, charge and spin) is 0.000 eV. The calculation puts the orbital gap (spin up / spin down) at 6.68 / 6.68 eV. As for the HOMO energy (spin up / spin down): -11.725 / -11.724 eV.

```
28
Properties=species:S:1:pos:R:3:lowdin_charge:R:1
C -1.57463 1.10817 3.91359 -0.04
C -1.14599 2.05256 2.98616 -0.05
C -1.00003 -0.15544 3.94013 -0.05
C -0.16736 1.72534 2.07684 -0.05
C 0.00352 -0.48268 3.05124 -0.01
C 0.42617 0.44908 2.08537 -0.32
C -0.30895 -1.11906 -2.05763 -0.12
C -0.45642 1.16401 -2.90631 -0.12
C 3.08798 -0.10488 -1.17725 -0.29
C 1.39220 0.07391 1.10988 -0.33
N -0.33371 0.29696 -1.74483 -0.29
Se 1.75819 1.03198 -0.34508 1.27
H -2.35706 1.35952 4.61208 0.12
H -1.58318 3.03876 2.97952 0.12
H -1.33739 -0.88421 4.65967 0.12
H 0.17035 2.45082 1.34472 0.09
H 0.45155 -1.46483 3.07455 0.12
H -1.25835 -1.47485 -2.46644 0.09
H 0.47128 -1.30991 -2.79347 0.08
H -0.09266 -1.67829 -1.14687 0.08
H 0.35729 0.95368 -3.59723 0.09
H -1.40558 1.02341 -3.43000 0.09
H -0.38066 2.20155 -2.58390 0.08
H 2.65303 -1.07775 -1.39308 0.04
H 3.40568 0.37442 -2.10092 0.04
H 3.93901 -0.20547 -0.50770 0.05
H 1.89760 -0.87578 1.23320 0.09
H -1.09114 0.49085 -1.09379 0.11
```

=====

No. 2
Density functional theory data (the ωB97M-V functional and the def2-TZVPD basis) for a 2-piece molecular cluster, C10H16O overall.

The relative energy (zero: lowest compared OMol25 entry of this formula, charge and spin) is 2.715 eV. The calculation puts the orbital gap at 9.43 eV. Its SMILES is Cc1ccc(O)cc1.CCC. As for the HOMO energy: -8.582 eV.

```
27
Properties=species:S:1:pos:R:3:lowdin_charge:R:1
C 1.32929 0.25556 2.09970 -0.08
C -0.06511 0.44920 1.63282 -0.30
C -0.45794 1.69255 1.19668 -0.05
C -1.81837 1.93187 0.73827 -0.01
C -2.67806 0.84649 0.67065 -0.29
O -4.04341 1.23804 0.40009 -0.03
C -2.17819 -0.46748 0.79204 -0.04
C -0.89866 -0.68468 1.31951 -0.04
H 1.75106 -0.80461 2.07141 0.10
H 1.41002 0.39496 3.14290 0.06
H 2.04905 0.90134 1.64359 0.07
H 0.42832 2.35973 0.96743 0.13
H -2.00925 3.00865 0.49911 0.13
H -4.66222 0.46432 0.17124 0.13
H -2.91755 -1.32914 0.56797 0.14
H -0.55672 -1.65892 1.31327 0.08
C 2.05222 0.36494 -1.72704 -0.13
C 1.82227 -1.09006 -1.44141 -0.35
C 0.46283 -1.62548 -1.98043 -0.11
H 3.09309 0.81513 -1.62787 0.09
H 1.34652 0.76084 -0.90532 0.08
H 1.60367 0.56306 -2.72802 0.07
H 2.65380 -1.69327 -1.85125 0.09
H 1.81124 -1.32323 -0.34738 0.09
H -0.10588 -1.02502 -2.84135 0.12
H 0.77541 -2.52010 -2.56571 0.07
H -0.19743 -1.82472 -1.21088 0.00
```

=====

No. 3
Density functional theory data (the ωB97M-V functional and the def2-TZVPD basis) for a 2-piece molecular cluster, C10H16O overall.

The relative energy (zero: lowest compared OMol25 entry of this formula, charge and spin) is 2.037 eV. The calculation puts the orbital gap at 9.05 eV. Its SMILES is Cc1ccc(O)cc1.CCC. As for the HOMO energy: -8.291 eV.

```
27
Properties=species:S:1:pos:R:3:lowdin_charge:R:1
C 0.76017 -2.26485 -1.92295 -0.07
C 1.15472 -0.88105 -1.53165 -0.29
C 2.03210 -0.59398 -0.48032 -0.05
C 2.46915 0.72923 -0.33872 -0.02
C 1.83723 1.80074 -0.97377 -0.33
O 2.30704 3.04055 -0.69359 0.05
C 0.76814 1.52889 -1.83697 -0.02
C 0.40843 0.19496 -1.99279 -0.06
H 1.42947 -3.03399 -1.51061 0.08
H 0.58515 -2.60585 -2.93843 0.07
H -0.23328 -2.59697 -1.52524 0.08
H 2.51369 -1.33066 0.18588 0.12
H 3.16743 1.12900 0.37430 0.11
H 1.94485 3.83517 -1.06002 0.10
H 0.08924 2.29254 -2.15830 0.10
H -0.54213 0.03689 -2.51199 0.12
C -0.87042 -0.95420 1.85100 -0.11
C -1.68944 0.25094 2.38341 -0.32
C -3.00074 0.48225 1.71682 -0.15
H -0.96294 -1.93143 2.36617 0.07
H 0.12975 -0.67152 1.60228 0.04
H -1.34365 -1.29217 0.91027 0.06
H -1.90464 0.31698 3.45748 0.10
H -0.95667 1.05356 2.10617 0.10
H -2.95162 0.10025 0.68519 0.06
H -3.78744 -0.13248 2.20292 0.08
H -3.35361 1.49720 1.63345 0.06
```

=====

No. 4
Density functional theory data (the ωB97M-V functional and the def2-TZVPD basis) for a 2-piece molecular cluster, C10H16O overall.

The relative energy (zero: lowest compared OMol25 entry of this formula, charge and spin) is 3.202 eV. The calculation puts the orbital gap at 9.13 eV. Its SMILES is Cc1ccc(O)cc1.CCC. As for the HOMO energy: -8.291 eV.

```
27
Properties=species:S:1:pos:R:3:lowdin_charge:R:1
C 0.23598 2.06297 -2.16767 -0.05
C 0.18920 0.57897 -1.82410 -0.29
C -1.04320 0.23876 -1.16815 -0.11
C -1.49601 -0.95478 -0.88395 -0.08
C -0.54754 -1.94602 -0.94345 -0.33
O -0.86356 -3.20536 -0.43086 0.00
C 0.68464 -1.74714 -1.55837 -0.03
C 0.94919 -0.52163 -2.19239 -0.05
H 1.16395 2.30657 -2.76452 0.09
H 0.33644 2.37000 -1.09366 0.09
H -0.64643 2.47512 -2.62320 0.07
H -1.65173 1.13338 -1.14021 0.12
H -2.61255 -1.03061 -0.93323 0.15
H -1.66632 -3.15009 0.17454 0.13
H 1.39244 -2.61781 -1.53610 0.13
H 1.87656 -0.56526 -2.85567 0.13
C -0.90060 0.32932 2.42931 -0.12
C 0.60194 0.36278 2.79669 -0.26
C 1.41813 0.63528 1.51035 -0.08
H -1.10937 1.18299 1.81541 0.06
H -1.58126 0.30787 3.31645 0.08
H -1.17336 -0.59229 1.90963 0.06
H 0.79438 0.98222 3.76612 0.13
H 0.82976 -0.56549 3.07480 0.03
H 0.81539 0.46567 0.70221 0.00
H 1.80948 1.54607 1.45028 0.02
H 2.19445 -0.08148 1.16975 0.10
```

=====

| no. | E (a.u.) |
| --- | --- |
| 1 | -2846.52667 |
| 2 | -465.79804 |
| 3 | -465.82293 |
| 4 | -465.78015 |